No. 1
{"formula": "C10H15ClN3", "method": "ωB97M-V with the def2-TZVPD basis set", "symbols": ["C", "C", "C", "C", "C", "C", "C", "C", "C", "C", "N", "N", "N", "Cl", "H", "H", "H", "H", "H", "H", "H", "H", "H", "H", "H", "H", "H", "H", "H"], "coordinates": [[2.590, -1.683, 0.780], [2.916, 0.560, -0.093], [0.857, 1.386, -0.575], [2.066, -0.388, 0.836], [0.632, -0.302, 0.293], [0.120, 1.230, 2.304], [-1.349, -0.951, -1.180], [0.978, -1.391, -1.902], [-0.365, 0.138, 1.399], [0.040, -1.356, -0.718], [2.989, -2.732, 0.640], [2.170, 1.478, -0.739], [0.027, 2.363, -0.837], [4.535, 0.653, -0.211], [2.026, 0.010, 1.831], [-0.698, 1.615, 2.852], [0.552, 2.005, 1.658], [0.919, 0.948, 3.105], [-2.102, -1.375, -0.478], [-1.443, -1.422, -2.104], [-1.470, 0.128, -1.270], [1.003, -0.418, -2.521], [0.710, -2.249, -2.496], [1.938, -1.463, -1.522], [-1.234, 0.501, 0.855], [-0.756, -0.652, 2.126], [0.216, -2.326, -0.306], [-0.816, 2.456, -0.364], [0.416, 3.104, -1.278]], "lowdin_charge": [-0.228, -0.624, -0.162, -0.214, -0.162, -0.100, -0.039, -0.057, -0.213, -0.343, 0.249, 0.104, 0.287, 0.966, 0.130, 0.075, 0.071, 0.127, 0.110, 0.066, 0.076, 0.126, 0.101, 0.031, 0.094, 0.163, 0.142, 0.120, 0.106], "e_above_lowest_kcal_mol": 76.1, "energy_ev": -27596.5266, "charge": 1, "homo_lumo_gap_ev": 8.93}



No. 2
{"formula": "C6H11N3O2", "method": "ωB97M-V with the def2-TZVPD basis set", "symbols": ["C", "C", "O", "C", "N", "C", "O", "N", "N", "C", "C", "H", "H", "H", "H", "H", "H", "H", "H", "H", "H", "H"], "coordinates": [[1.517, 2.438, -1.044], [0.483, 2.449, 0.083], [0.024, 1.134, 0.488], [-1.226, 0.664, 0.242], [-2.247, 1.312, -0.047], [-3.363, 0.466, 0.090], [-4.468, 0.671, -0.282], [-2.802, -0.867, 0.427], [-1.422, -0.787, 0.709], [-0.527, -1.860, 0.356], [-0.648, -2.324, -1.134], [2.369, 2.902, -0.719], [1.715, 1.399, -1.278], [1.152, 2.948, -1.901], [-0.383, 3.041, -0.111], [0.905, 2.936, 0.926], [-3.288, -1.748, 0.503], [-0.779, -2.692, 1.046], [0.522, -1.506, 0.508], [-1.548, -2.927, -1.266], [-0.756, -1.417, -1.753], [0.150, -2.949, -1.465]], "lowdin_charge": [-0.035, -0.185, -0.011, -0.312, 0.214, -0.483, 0.090, 0.092, -0.063, -0.214, -0.076, 0.041, 0.083, 0.068, 0.103, 0.106, 0.143, 0.118, 0.125, 0.061, 0.080, 0.054], "e_above_lowest_kcal_mol": 19.9, "energy_ev": -14963.9507, "smiles": "CCOc1nc(=O)[nH]n1CC", "homo_lumo_gap_ev": 9.09}



No. 3
{"formula": "C8H22CrO6", "method": "ωB97M-V with the def2-TZVPD basis set", "symbols": ["Cr", "C", "C", "O", "H", "H", "H", "H", "H", "C", "C", "O", "H", "H", "H", "H", "H", "C", "C", "O", "O", "H", "H", "H", "H", "H", "H", "C", "C", "O", "O", "H", "H", "H", "H", "H", "H"], "coordinates": [[-0.186, -0.455, -0.372], [-1.086, 3.290, -0.594], [-1.931, 2.113, -0.116], [-1.606, 0.922, -0.697], [-1.386, 4.244, -0.151], [-1.211, 3.405, -1.676], [-0.027, 3.115, -0.394], [-2.987, 2.374, -0.334], [-1.899, 2.068, 1.000], [2.150, -1.445, 2.440], [2.396, -1.630, 0.943], [1.250, -1.713, 0.192], [3.065, -1.672, 3.000], [1.393, -2.153, 2.785], [1.830, -0.430, 2.681], [3.018, -2.533, 0.791], [3.057, -0.808, 0.583], [1.296, 0.053, -2.893], [1.490, 1.367, -2.197], [1.498, 1.165, -0.765], [0.030, -0.521, -2.520], [2.116, -0.641, -2.703], [1.300, 0.248, -3.971], [0.716, 2.090, -2.451], [2.467, 1.770, -2.476], [2.234, 1.689, -0.443], [-0.403, -0.829, -3.317], [-1.872, -2.326, 1.173], [-2.012, -1.010, 1.903], [-0.762, -0.329, 1.789], [-1.727, -2.106, -0.268], [-2.771, -2.926, 1.322], [-0.995, -2.882, 1.497], [-2.275, -1.169, 2.953], [-2.841, -0.445, 1.460], [-0.716, 0.393, 2.419], [-2.614, -2.284, -0.591]], "mulliken_spin": [3.929, 0.005, 0.000, -0.016, 0.000, 0.000, 0.001, 0.001, -0.005, 0.004, 0.005, -0.001, -0.002, 0.002, 0.003, 0.001, -0.003, -0.002, 0.008, -0.003, 0.018, -0.001, 0.005, -0.005, 0.004, 0.010, 0.007, 0.000, -0.001, 0.001, 0.006, 0.004, 0.002, 0.004, 0.000, 0.010, 0.010], "e_above_lowest_kcal_mol": 0.0, "energy_ev": -49357.7878, "s2": 6.008, "homo_lumo_gap_ev": [7.03, 8.09], "spin_multiplicity": 5}



No. 4
{"formula": "C3H4S4", "method": "ωB97M-V with the def2-TZVPD basis set", "symbols": ["C", "C", "C", "S", "S", "S", "S", "H", "H", "H", "H"], "coordinates": [[2.426, 0.021, -0.108], [1.619, 0.857, -0.864], [-0.506, -1.085, -0.843], [3.514, -0.156, 0.995], [0.876, -2.160, -0.729], [0.021, 0.322, -1.749], [-1.529, -0.496, 0.634], [1.071, 1.695, -0.254], [2.204, 1.272, -1.624], [-1.327, -1.503, -1.589], [-0.700, -0.312, 1.620]], "lowdin_charge": [-0.738, -0.536, -1.474, 0.837, 0.520, 0.718, 0.602, 0.133, 0.065, 0.067, -0.195], "e_above_lowest_kcal_mol": 72.5, "energy_ev": -46512.8349, "homo_lumo_gap_ev": [6.62, 6.43]}



No. 5
{"formula": "C28H34Cl2N13O5STi", "method": "ωB97M-V with the def2-TZVPD basis set", "symbols": ["Ti", "C", "C", "N", "C", "S", "N", "N", "C", "C", "C", "C", "C", "C", "C", "N", "H", "H", "H", "H", "H", "H", "H", "H", "H", "H", "H", "H", "H", "N", "N", "C", "N", "N", "N", "O", "O", "H", "H", "H", "H", "H", "Cl", "C", "C", "C", "C", "C", "Cl", "C", "N", "C", "C", "C", "C", "C", "C", "C", "C", "O", "O", "H", "H", "H", "H", "H", "H", "H", "H", "H", "H", "C", "N", "C", "C", "N", "H", "H", "H", "H", "H", "H", "O", "N"], "coordinates": [[0.194, 0.340, 0.766], [-0.243, 0.632, 7.056], [-0.035, 1.966, 6.357], [-1.078, 2.240, 5.373], [-0.884, 2.303, 4.038], [-2.331, 2.944, 3.225], [0.239, 1.967, 3.517], [0.368, 2.179, 2.157], [0.881, 3.295, 1.790], [1.311, 4.383, 2.721], [0.973, 3.509, 0.329], [1.717, 4.535, -0.234], [1.672, 4.714, -1.609], [0.864, 3.886, -2.365], [0.171, 2.872, -1.720], [0.238, 2.669, -0.411], [0.509, 0.496, 7.833], [-1.225, 0.590, 7.532], [-0.164, -0.192, 6.349], [-0.028, 2.780, 7.085], [0.914, 1.980, 5.827], [-2.022, 2.355, 5.704], [0.784, 4.331, 3.668], [2.379, 4.278, 2.929], [1.144, 5.362, 2.278], [2.324, 5.178, 0.387], [2.251, 5.499, -2.076], [0.769, 4.011, -3.435], [-0.466, 2.196, -2.275], [-2.166, 2.332, 1.678], [-3.217, -0.423, 2.014], [-2.236, -0.890, 2.702], [-2.330, -1.810, 3.690], [-0.961, -0.376, 2.369], [0.114, -0.712, 3.050], [1.162, -0.375, 2.378], [0.200, -1.222, 4.126], [-2.193, 3.038, 0.958], [-2.722, 1.503, 1.497], [-4.089, -0.837, 2.335], [-3.198, -2.309, 3.767], [-1.505, -2.242, 4.068], [0.922, -0.187, -3.247], [2.469, -0.690, -3.864], [3.159, 0.185, -4.684], [4.433, -0.133, -5.119], [5.010, -1.329, -4.721], [4.296, -2.201, -3.922], [5.042, -3.698, -3.449], [2.994, -1.923, -3.475], [2.325, -2.800, -2.636], [0.991, -3.225, -2.869], [0.467, -3.243, -4.159], [-0.825, -3.680, -4.389], [-1.602, -4.128, -3.329], [-1.069, -4.134, -2.051], [0.225, -3.685, -1.797], [0.751, -3.753, -0.387], [0.276, -2.666, 0.560], [-0.034, -2.937, 1.700], [0.252, -1.440, 0.069], [2.694, 1.122, -4.959], [4.979, 0.549, -5.755], [6.007, -1.601, -5.036], [2.929, -3.531, -2.289], [1.088, -2.916, -4.985], [-1.214, -3.697, -5.399], [-2.602, -4.504, -3.503], [-1.657, -4.516, -1.223], [0.453, -4.694, 0.073], [1.841, -3.712, -0.364], [-3.072, -0.581, -3.365], [-3.196, -0.618, -1.908], [-4.411, -1.168, -1.303], [-2.311, -0.038, -1.160], [-1.521, 0.487, -0.495], [-3.713, 0.197, -3.784], [-3.367, -1.551, -3.759], [-2.035, -0.402, -3.639], [-5.278, -0.575, -1.598], [-4.302, -1.148, -0.222], [-4.539, -2.195, -1.642], [3.052, 1.086, 0.496], [2.007, 0.701, 0.162]], "mulliken_spin": [0.590, 0.000, 0.000, 0.000, 0.000, 0.000, 0.007, -0.013, 0.014, -0.005, -0.015, 0.005, 0.007, -0.007, 0.000, 0.021, 0.000, 0.000, 0.000, 0.000, 0.000, 0.000, 0.000, -0.001, 0.000, -0.002, 0.000, 0.000, 0.010, 0.007, 0.003, 0.002, 0.000, 0.028, 0.000, -0.021, -0.001, 0.001, -0.002, 0.000, 0.000, 0.000, 0.009, 0.001, -0.001, 0.000, 0.000, 0.000, 0.000, 0.000, -0.001, -0.003, 0.000, 0.000, 0.000, 0.000, 0.002, -0.002, -0.001, 0.010, 0.035, 0.000, 0.000, 0.000, 0.000, 0.000, 0.000, 0.000, 0.000, 0.000, 0.001, 0.001, -0.001, 0.001, 0.015, 0.012, 0.000, 0.000, 0.000, 0.000, 0.000, 0.000, 0.636, 0.658], "e_above_lowest_kcal_mol": 0.0, "energy_ev": -118185.0285, "charge": 1, "s2": 2.010, "homo_lumo_gap_ev": [6.98, 6.60], "spin_multiplicity": 3}



No. 6
{"formula": "C4H6AgO3", "method": "ωB97M-V with the def2-TZVPD basis set", "symbols": ["O", "C", "C", "H", "H", "H", "O", "Ag", "C", "O", "C", "H", "H", "H"], "coordinates": [[-0.190, -0.050, -0.141], [-0.656, 0.790, -1.040], [-1.185, 1.992, -0.390], [-1.247, 1.958, 0.707], [-0.510, 2.809, -0.711], [-2.150, 2.248, -0.853], [0.661, -1.414, -1.779], [-0.349, -0.071, -3.432], [0.574, -1.125, -0.617], [1.133, -1.782, 0.344], [0.995, -1.394, 1.732], [1.587, -2.129, 2.281], [1.395, -0.386, 1.874], [-0.058, -1.446, 2.024]], "lowdin_charge": [0.042, -0.065, -0.057, 0.101, 0.117, 0.103, 0.071, 0.805, -0.541, 0.069, 0.024, 0.114, 0.109, 0.109], "e_above_lowest_kcal_mol": 23.1, "energy_ev": -14377.6633, "charge": 1, "homo_lumo_gap_ev": 9.28}